1.
A molecular structure, CH4ClN3. Source: the OMol25 dataset; level of theory: ωB97M-V with the def2-TZVPD basis set.

Output
HOMO level in Ha: -0.33398
HOMO-LUMO gap in eV: 9.5
2S+1: 1

Geometry (Å):
C1 0.05 -0.62 0.42
N1 -0.79 0.53 0.50
N2 0.25 1.27 -0.09
N3 1.14 0.35 0.55
Cl1 2.73 0.00 -0.07
H1 0.13 -1.35 1.30
H2 0.16 -1.02 -0.60
H3 -1.63 0.34 0.01
H4 0.11 0.84 -1.40


2.
A molecular structure, C32H30Br2CuN7O5S. Source: the OMol25 dataset; level of theory: ωB97M-V with the def2-TZVPD basis set.

Output
HOMO level (alpha / beta) in Ha: -0.17853 / -0.17807
HOMO-LUMO gap (alpha / beta) in eV: 6.9 / 6.9
2S+1: 2
Net charge: -1

Geometry (Å):
Cu1 -0.68 -0.72 0.18
Br1 -2.34 -7.48 -1.67
C1 -1.61 -5.74 -1.40
C2 -0.97 -5.10 -2.47
C3 -0.40 -3.87 -2.28
C4 -0.41 -3.21 -1.01
O1 0.22 -2.11 -0.86
C5 -1.10 -3.89 0.06
C6 -1.19 -3.32 1.36
N1 -0.69 -2.17 1.65
C7 -0.63 -1.63 2.93
C8 -1.26 -2.09 4.06
C9 -1.08 -1.45 5.30
C10 -0.26 -0.37 5.42
C11 0.42 0.13 4.29
C12 1.28 1.26 4.33
C13 1.89 1.67 3.18
C14 1.63 0.98 1.98
N2 0.84 -0.06 1.91
C15 0.23 -0.49 3.04
C16 -1.68 -5.15 -0.17
H1 -0.94 -5.58 -3.44
H2 0.11 -3.36 -3.09
H3 -1.67 -3.93 2.12
H4 -1.93 -2.94 4.01
H5 -1.62 -1.82 6.16
H6 -0.13 0.13 6.38
H7 1.42 1.78 5.27
H8 2.54 2.54 3.17
H9 2.11 1.28 1.05
H10 -2.16 -5.66 0.65
Br2 -0.92 0.09 -6.81
C17 -1.61 1.14 -5.39
C18 -2.52 2.15 -5.67
N3 -3.02 2.94 -4.73
C19 -2.64 2.73 -3.47
C20 -1.75 1.72 -3.09
C21 -1.22 0.91 -4.08
C22 -1.42 1.50 -1.62
O2 -1.76 2.37 -0.82
O3 -0.78 0.42 -1.42
H11 -2.87 2.32 -6.69
H12 -3.04 3.39 -2.71
H13 -0.53 0.12 -3.81
C23 -3.86 2.80 3.09
N4 -3.69 1.72 2.14
C24 -4.72 1.24 1.40
C25 -4.56 0.22 0.55
C26 -3.24 -0.37 0.42
O4 -3.00 -1.35 -0.29
N5 -2.21 0.21 1.11
C27 -2.36 1.27 1.93
O5 -1.47 1.86 2.53
H14 -4.90 3.12 3.10
H15 -3.22 3.64 2.82
H16 -3.56 2.47 4.09
H17 -5.67 1.74 1.54
H18 -5.36 -0.14 -0.08
C28 4.74 -0.87 0.32
N6 4.66 0.38 -0.41
C29 5.61 1.39 0.02
C30 3.72 0.59 -1.37
S1 2.57 -0.51 -1.81
N7 3.80 1.89 -1.96
C31 4.80 1.94 -3.02
C32 2.51 2.41 -2.41
H19 5.77 -1.24 0.32
H20 4.09 -1.60 -0.15
H21 4.41 -0.72 1.35
H22 5.61 1.44 1.11
H23 5.32 2.36 -0.38
H24 6.62 1.15 -0.31
H25 5.72 1.45 -2.70
H26 5.02 2.98 -3.25
H27 4.45 1.44 -3.93
H28 1.80 2.41 -1.59
H29 2.09 1.83 -3.24
H30 2.67 3.44 -2.74


3.
C4H6FNO in the gas phase. Source: the OMol25 dataset; level of theory: ωB97M-V with the def2-TZVPD basis set.

Output
HOMO level in Ha: -0.36247
HOMO-LUMO gap in eV: 10.6
SMILES string: [H]/N=C(\OC)C(=C)F
2S+1: 1

Geometry (Å):
C1 -0.42 1.35 2.59
C2 -0.90 0.53 1.69
C3 -0.18 0.26 0.45
C4 0.01 -1.76 -1.10
N1 0.71 1.04 0.03
O1 -0.75 -0.99 -0.18
F1 -2.18 0.12 1.67
H1 -1.00 1.76 3.37
H2 0.59 1.49 2.65
H3 0.20 -1.35 -2.16
H4 -0.60 -2.57 -1.25
H5 1.01 -1.90 -0.52
H6 1.12 0.86 -0.91


Calculated energy relative to the best compared isomer or geometry (same formula, charge and spin), 458.1, 25.5, 215.5 kJ/mol (same order as the records).
Calculated maximum force, 5.33, 0.60, 4.26 eV/A (same order as the records).